[1]
{
  "formula": "C20H19CdN6O7Se",
  "method": "ωB97M-V with the def2-TZVPD basis set",
  "elements": ["Cd", "O", "C", "O", "C", "C", "C", "C", "C", "N", "C", "O", "O", "H", "H", "H", "H", "H", "Se", "N", "C", "C", "C", "C", "N", "C", "N", "H", "H", "H", "C", "C", "C", "C", "C", "C", "O", "N", "C", "O", "N", "C", "O", "H", "H", "H", "H", "H", "H", "H", "H", "H", "H", "H"],
  "positions_angstrom": [[0.473870, -0.430896, -1.646185], [-3.062030, 2.074804, -1.853185], [-1.910430, 1.511504, -2.129985], [-1.767130, 0.378704, -2.533185], [-0.725230, 2.419604, -1.960085], [-0.788530, 3.790104, -1.729485], [0.409470, 4.489104, -1.669785], [1.615470, 3.818404, -1.839785], [1.583970, 2.438704, -2.046985], [0.430470, 1.786304, -2.099585], [2.764270, 1.520504, -2.304085], [3.978170, 2.012704, -2.204585], [2.570970, 0.379404, -2.649185], [-3.805130, 1.454704, -1.952185], [-1.742130, 4.280404, -1.611685], [0.402570, 5.557504, -1.513385], [2.533770, 4.388604, -1.819285], [4.033370, 2.922804, -1.879485], [-0.112630, -2.996596, -4.666385], [0.028570, -4.565396, -3.945285], [0.334270, -4.436496, -2.658985], [0.529270, -5.447396, -1.694185], [0.853570, -5.036696, -0.427285], [0.969470, -3.665196, -0.110985], [0.771570, -2.699896, -0.977885], [0.464270, -3.072296, -2.227485], [0.250970, -2.164196, -3.174885], [0.422570, -6.488696, -1.956685], [1.022670, -5.755396, 0.356915], [1.228870, -3.370596, 0.897615], [-1.433430, -2.318296, 2.563115], [-1.872730, -0.935196, 3.034215], [-0.942430, 0.163604, 2.480715], [-1.472830, 1.566704, 2.871615], [-0.568930, 2.705904, 2.407015], [0.422970, 0.029704, 3.132415], [0.582070, -0.166796, 4.307115], [1.508970, 0.228304, 2.300415], [1.468670, 0.214204, 0.925015], [2.481270, 0.338604, 0.252415], [0.270370, 0.064004, 0.325315], [-0.919430, 0.067104, 0.963915], [-1.939030, 0.022304, 0.293815], [-2.121230, -3.075896, 2.930715], [-0.438330, -2.550696, 2.941515], [-1.422130, -2.365896, 1.472615], [-1.834630, -0.892696, 4.123615], [-2.891530, -0.737296, 2.698415], [-1.562030, 1.602404, 3.958415], [-2.464530, 1.688904, 2.432815], [0.400970, 2.669904, 2.900215], [-1.027530, 3.662004, 2.650615], [-0.411830, 2.666404, 1.327615], [2.428070, 0.258604, 2.734015]],
  "atomic_forces_ev_per_a": [[0.1018, -0.0986, -1.6888], [-0.2996, 0.4584, 0.1160], [0.0604, -0.6029, -0.2515], [-0.1029, 0.1254, -0.0078], [0.1417, 0.3844, 0.1190], [0.0731, -0.2909, -0.0313], [-0.0147, -0.1363, -0.0664], [-0.1061, -0.2703, -0.0154], [-0.2272, 0.3282, 0.0590], [0.0303, 0.7104, -0.2638], [-0.3624, 0.1074, -0.0127], [0.4645, -0.0091, -0.0436], [0.2276, 0.0813, 0.0254], [0.3145, -0.0971, -0.0083], [-0.0431, 0.0346, -0.0017], [0.0224, 0.0509, 0.0381], [0.0732, -0.0582, -0.0024], [-0.2226, -0.1906, -0.0238], [-0.1040, 0.0571, -0.3104], [0.0147, -1.0328, 0.1561], [-0.1229, 0.8018, -0.4945], [0.1768, -0.0659, 0.6379], [-0.1560, -0.6004, -0.5378], [-0.0634, 0.6084, -0.2239], [0.3138, -0.2762, 0.6698], [-0.2617, -0.9448, -1.1523], [0.2616, 0.5358, 0.9685], [0.0192, -0.0725, -0.0148], [0.0140, -0.1095, 0.0779], [-0.0037, 0.0589, 0.0407], [-0.1289, 0.1249, 0.0673], [0.2373, -0.0579, -0.1431], [-0.5826, -0.0606, 0.3045], [0.1594, 0.1248, -0.1103], [-0.1524, -0.0319, 0.1001], [0.0023, 0.0061, -0.3604], [-0.0426, 0.0158, 0.3217], [0.5300, -0.0755, 0.2101], [-0.0268, 0.2658, 0.3576], [0.4195, -0.0194, 0.0142], [-0.2191, 0.2293, 1.2314], [0.1802, 0.2029, 0.1439], [-0.4459, -0.0194, 0.3182], [0.0175, -0.1137, -0.0082], [0.0951, -0.0875, 0.0364], [-0.0299, -0.0933, -0.0266], [-0.0839, 0.0946, -0.0537], [0.0622, 0.0915, 0.0356], [-0.0872, -0.0980, -0.0146], [-0.0163, -0.1363, 0.0508], [0.0712, 0.0479, -0.0079], [0.0100, 0.0741, -0.0301], [0.0383, 0.0619, -0.0886], [-0.2263, -0.0330, -0.1056]],
  "lowdin_charge": [1.47, 0.17, -0.50, 0.03, -0.17, 0.05, 0.00, 0.04, -0.16, 0.08, -0.49, 0.19, 0.04, 0.16, 0.13, 0.13, 0.12, 0.13, 1.25, -0.23, -0.36, 0.04, -0.02, -0.08, 0.06, -0.48, -0.33, 0.13, 0.12, 0.12, -0.07, -0.16, -0.30, -0.15, -0.07, -0.42, 0.13, 0.22, -0.58, 0.04, 0.02, -0.48, 0.06, 0.08, 0.08, 0.06, 0.12, 0.12, 0.13, 0.13, 0.08, 0.08, 0.06, 0.18],
  "orbital_gap_ev": 7.61,
  "charge": 1,
  "molar_mass_g_mol": 646.8,
  "fmax_ev_per_a": 1.695,
  "e_tot_ha": -4197.85389
}



[2]
{
  "formula": "C20H19Cl24N3O",
  "method": "ωB97M-V with the def2-TZVPD basis set",
  "elements": ["C", "O", "C", "C", "C", "N", "C", "C", "N", "C", "C", "C", "C", "N", "C", "C", "C", "C", "H", "H", "H", "H", "H", "H", "H", "H", "H", "H", "H", "H", "H", "H", "H", "H", "H", "H", "H", "C", "Cl", "Cl", "Cl", "Cl", "C", "Cl", "Cl", "Cl", "Cl", "C", "Cl", "Cl", "Cl", "Cl", "C", "Cl", "Cl", "Cl", "Cl", "C", "Cl", "Cl", "Cl", "Cl", "C", "Cl", "Cl", "Cl", "Cl"],
  "positions_angstrom": [[5.947405, -0.680225, 1.775223], [4.738161, -0.264426, 1.159578], [4.632797, -0.668773, -0.183886], [3.153195, -0.848904, -0.593573], [3.086155, -0.528895, -2.030086], [2.972075, -0.279329, -3.140948], [2.198102, 0.117708, 0.184283], [1.595333, 1.177923, -0.624509], [1.109299, 2.042440, -1.193106], [2.699430, -2.311059, -0.378408], [1.408716, -2.663024, -1.133783], [0.337767, -3.416720, -0.326446], [-0.039769, -2.788263, 1.010225], [-1.107513, -1.795807, 0.924296], [-2.137071, -1.648387, 0.032540], [-2.842963, -0.522556, 0.395415], [-2.233828, 0.014929, 1.555428], [-1.170922, -0.803834, 1.868015], [6.783206, -0.749109, 1.076857], [5.785884, -1.657526, 2.239168], [6.191077, 0.020712, 2.571473], [5.114240, 0.040925, -0.867613], [5.170324, -1.614083, -0.315720], [2.694114, 0.612522, 1.018240], [1.351607, -0.437117, 0.592963], [3.501498, -2.921368, -0.799100], [2.676854, -2.539414, 0.687619], [0.936271, -1.784111, -1.579657], [1.677418, -3.300174, -1.976575], [-0.552626, -3.433815, -0.952623], [0.615726, -4.462218, -0.187621], [-0.316067, -3.592349, 1.697556], [0.808427, -2.285427, 1.472668], [-2.323024, -2.315409, -0.793440], [-3.701296, -0.116312, -0.128074], [-2.538211, 0.877207, 2.113223], [-0.477267, -0.730644, 2.689172], [0.677522, 5.372667, -3.948612], [0.764465, 4.103588, -2.732669], [1.138228, 4.719402, -5.527311], [-0.976696, 6.005215, -4.040628], [1.779334, 6.693960, -3.521732], [-5.727202, 2.920080, -0.440417], [-4.647369, 1.812401, 0.415380], [-7.393112, 2.338542, -0.315686], [-5.616614, 4.531607, 0.274737], [-5.252361, 2.994537, -2.139126], [-1.909450, -5.160949, -3.708498], [-1.834229, -4.392303, -5.292613], [-0.272414, -5.540822, -3.160572], [-2.685767, -4.057929, -2.558734], [-2.851692, -6.648764, -3.812824], [-11.644338, 3.291233, -0.194683], [-10.448167, 1.990387, -0.187559], [-12.967853, 2.866363, -1.283503], [-12.273866, 3.519137, 1.439130], [-10.879254, 4.783281, -0.746928], [-0.810576, 4.214406, 1.195399], [-1.161316, 2.474728, 1.175060], [-1.575792, 4.982380, -0.196940], [-1.454105, 4.916363, 2.687297], [0.936889, 4.481798, 1.129309], [7.869691, -1.391131, 5.529492], [6.829447, -2.631845, 4.819365], [6.902974, 0.039159, 5.902327], [8.603365, -2.012082, 7.008175], [9.135764, -0.960528, 4.374562]],
  "atomic_forces_ev_per_a": [[-0.2171, -0.2632, 0.3336], [0.0239, 0.1690, -0.1341], [0.2851, 0.0127, 0.0299], [-0.0544, 0.1411, 0.2466], [-0.1620, -0.3511, 0.3525], [0.1351, 0.0400, -0.4406], [-0.3324, 0.2755, -0.2090], [0.2633, -0.1753, 0.2992], [-0.0934, -0.1641, 0.0313], [0.3981, -0.0338, -0.7597], [-0.3813, -0.2895, 0.3045], [0.0409, 0.3602, -0.2392], [-0.2263, -0.5922, -0.1743], [0.6782, -0.0191, 0.5460], [-0.0770, 0.4019, 0.1582], [-0.0907, -0.3037, -0.2592], [-0.0531, -0.8179, 0.1436], [-0.6406, 0.4483, -0.4254], [-0.0244, 0.1408, -0.0625], [0.1563, -0.0672, -0.0929], [-0.0103, 0.1041, -0.0796], [-0.0002, 0.2196, 0.2403], [-0.2117, -0.1147, -0.1175], [0.1938, -0.2240, 0.0027], [0.0868, -0.0942, 0.0347], [0.0009, -0.1138, 0.1382], [-0.1051, 0.1802, 0.0491], [0.1148, 0.1499, 0.1384], [-0.0495, 0.1075, -0.1122], [-0.0237, -0.2231, 0.0421], [0.1501, 0.0484, 0.1546], [-0.2275, 0.1024, 0.0376], [0.0376, -0.0273, 0.0024], [0.2564, 0.0762, 0.1978], [0.4942, -0.5911, 0.0693], [-0.2398, -0.1698, 0.1975], [0.1172, -0.1494, -0.0757], [-0.0064, -0.0563, 0.1542], [0.0231, 0.3755, -0.5111], [-0.0076, 0.0200, -0.0146], [-0.0141, 0.0176, -0.0021], [-0.0136, 0.0121, -0.0102], [0.0284, -0.0017, 0.0832], [-0.5027, 0.7025, 0.0005], [0.2561, 0.1395, -0.0251], [0.0121, -0.0112, 0.0005], [0.0093, 0.0055, -0.0015], [-0.0532, 0.0091, -0.0659], [0.0074, 0.0054, 0.0174], [0.0028, 0.0018, 0.0160], [-0.0363, -0.1581, -0.1493], [0.0028, 0.0036, 0.0125], [0.0148, 0.0469, -0.0041], [-0.2898, -0.1193, 0.0180], [0.0074, -0.0014, 0.0047], [0.0034, -0.0044, -0.0056], [0.0045, -0.0076, 0.0028], [0.0439, -0.0937, -0.1471], [0.3950, 0.9164, -0.0700], [-0.0452, 0.0013, 0.0547], [-0.0128, 0.0108, 0.0176], [-0.0366, 0.0142, 0.0402], [0.0098, 0.0272, 0.0081], [0.0019, -0.0538, 0.0460], [-0.0009, -0.0017, -0.0105], [-0.0074, 0.0034, -0.0179], [-0.0083, 0.0029, -0.0093]],
  "lowdin_charge": [-0.09, -0.18, -0.17, -0.37, -0.20, 0.22, -0.06, -0.20, 0.08, -0.13, -0.17, -0.19, -0.14, -0.11, -0.08, -0.14, -0.24, -0.11, 0.09, 0.06, 0.08, 0.14, 0.13, 0.13, 0.10, 0.12, 0.12, 0.12, 0.10, 0.04, 0.11, 0.13, 0.10, 0.04, 0.01, 0.02, 0.12, -2.04, 0.53, 0.51, 0.50, 0.51, -2.02, 0.61, 0.49, 0.53, 0.54, -2.04, 0.54, 0.55, 0.57, 0.53, -2.05, 0.49, 0.53, 0.53, 0.53, -2.01, 0.61, 0.51, 0.52, 0.52, -2.06, 0.53, 0.52, 0.53, 0.52],
  "orbital_gap_ev": 8.43,
  "molar_mass_g_mol": 1168.3,
  "smiles": "COC[C@](C#N)(CC#N)CCCCn1cccc1.ClC(Cl)(Cl)Cl.ClC(Cl)(Cl)Cl.ClC(Cl)(Cl)Cl.ClC(Cl)(Cl)Cl.ClC(Cl)(Cl)Cl.ClC(Cl)(Cl)Cl",
  "fmax_ev_per_a": 1.000,
  "e_tot_ha": -12057.45435
}



[3]
{
  "formula": "C20H19Cl4N3O5STa",
  "method": "ωB97M-V with the def2-TZVPD basis set",
  "elements": ["Ta", "C", "C", "C", "C", "C", "C", "C", "C", "C", "S", "C", "N", "H", "H", "H", "H", "H", "H", "H", "H", "Cl", "C", "Cl", "Cl", "C", "O", "O", "Cl", "C", "C", "C", "C", "C", "C", "O", "N", "C", "O", "N", "C", "O", "H", "H", "H", "H", "H", "H", "H", "H", "H", "H", "H"],
  "positions_angstrom": [[0.030709, 0.536098, -0.300460], [0.362878, -0.557216, -3.468570], [1.148820, 0.693842, -3.321834], [1.820570, 1.246427, -4.427406], [2.441103, 2.460939, -4.316212], [2.475072, 3.112455, -3.063630], [3.082147, 4.366909, -2.859923], [3.107834, 4.933276, -1.613351], [2.596262, 4.239654, -0.514039], [1.993400, 3.010723, -0.672906], [1.494582, 2.130686, 0.769553], [1.868447, 2.445205, -1.962444], [1.176913, 1.286044, -2.135630], [0.523923, -1.004232, -4.444719], [-0.703204, -0.350295, -3.358264], [0.649471, -1.284065, -2.707012], [1.814776, 0.705001, -5.360221], [2.911592, 2.917328, -5.175700], [3.516807, 4.872011, -3.706577], [3.528987, 5.915390, -1.475552], [2.674203, 4.657344, 0.475943], [2.772276, -3.205922, 0.846514], [2.850532, -1.461742, 1.084640], [1.600967, -0.922173, 2.238393], [4.441601, -0.944764, 1.583720], [2.432677, -0.800936, -0.231157], [3.174851, -0.182460, -0.939884], [1.167938, -0.939283, -0.449393], [-1.535780, 2.028429, -0.814779], [-3.672330, 0.250755, 3.524731], [-2.781019, -0.952134, 3.801632], [-2.289999, -1.585919, 2.488032], [-1.321014, -2.767145, 2.815392], [-0.741061, -3.529770, 1.629251], [-3.422360, -2.224661, 1.685760], [-4.310532, -2.849321, 2.183709], [-3.327067, -2.110761, 0.297771], [-2.345039, -1.458844, -0.392313], [-2.240094, -1.398496, -1.599228], [-1.439183, -0.763888, 0.359074], [-1.527988, -0.593586, 1.680070], [-0.869307, 0.372203, 2.090982], [-3.984908, 0.712888, 4.454175], [-4.561564, -0.054016, 2.980912], [-3.138245, 0.996784, 2.942353], [-3.328100, -1.702470, 4.373075], [-1.906667, -0.640226, 4.377266], [-1.903362, -3.459912, 3.424113], [-0.507086, -2.369996, 3.422283], [-1.497497, -4.100494, 1.096188], [-0.011281, -4.238152, 2.011910], [-0.226708, -2.885597, 0.915697], [-4.067939, -2.551919, -0.241934]],
  "atomic_forces_ev_per_a": [[-0.1633, 2.9283, 1.4137], [-0.0897, -0.1606, 0.0684], [0.1500, 0.0651, -0.1904], [0.0733, 0.2369, 0.1013], [-0.1475, -0.2457, 0.1928], [-0.2994, -0.3456, 0.3811], [-0.0438, 0.0347, 0.1479], [0.0674, 0.0013, -0.3861], [-0.2689, -0.3754, 0.0322], [0.0184, 0.0330, -0.2454], [-0.6982, -0.8972, 0.0790], [0.4606, 0.8783, -0.2122], [-0.7639, -0.4982, 0.6002], [-0.0403, -0.0267, -0.0267], [-0.0853, -0.0575, -0.0078], [-0.0445, -0.0439, -0.0876], [-0.0714, -0.0001, -0.0621], [0.0583, 0.0533, -0.0249], [0.0674, 0.1047, -0.1233], [0.1361, 0.0729, 0.0576], [0.0127, 0.1059, 0.1528], [0.0733, -0.0586, 0.0448], [0.1053, -0.0026, 0.2391], [0.5549, -0.2458, 0.6375], [-0.1804, -0.0776, -0.0125], [3.2086, 0.5963, -0.4405], [0.1014, -0.6639, 0.2826], [-1.0349, -2.0184, -1.0284], [-1.0973, 0.7907, -0.8819], [0.0609, -0.1305, 0.1007], [-0.1645, 0.1358, -0.3250], [0.0404, -0.0841, 0.7137], [0.1294, -0.0956, -0.1591], [0.0129, 0.0106, 0.0937], [0.2946, 0.3688, -0.1416], [-0.1976, -0.0927, 0.2028], [-0.3835, -0.1679, -0.2861], [0.0416, 0.0697, -0.5791], [-0.2059, -0.2804, -0.1957], [-0.0346, -0.1240, 0.0569], [-0.3228, -0.2998, -0.0292], [0.7387, 0.4508, -0.3359], [-0.0972, 0.0924, 0.0977], [-0.1993, 0.0168, -0.0644], [-0.0312, 0.1680, -0.0225], [0.1166, -0.0532, -0.0514], [-0.0095, -0.1257, -0.0230], [0.0259, 0.0977, 0.1279], [-0.0908, 0.0219, 0.1088], [-0.1063, -0.0511, -0.0516], [0.0718, -0.0976, -0.0464], [0.0328, -0.0576, 0.0438], [0.2189, 0.0440, 0.0636]],
  "lowdin_charge": [1.40, -0.01, -0.28, 0.02, 0.05, -0.13, 0.00, -0.04, -0.07, -0.55, 0.72, -0.24, -0.03, 0.10, 0.09, 0.08, 0.13, 0.13, 0.12, 0.12, 0.11, 0.70, -1.47, 0.74, 0.71, -0.82, 0.11, -0.29, 0.24, -0.06, -0.16, -0.29, -0.14, -0.08, -0.39, 0.16, 0.24, -0.53, 0.08, -0.06, -0.48, -0.07, 0.09, 0.08, 0.07, 0.13, 0.13, 0.14, 0.10, 0.09, 0.08, 0.03, 0.19],
  "orbital_gap_ev": 7.05,
  "charge": 1,
  "molar_mass_g_mol": 736.2,
  "fmax_ev_per_a": 3.293,
  "e_tot_ha": -3609.98233,
  "relative_energy_kj_mol": 122.9
}